Computed, not measured: a structure of composition C18H17N3O6SY, with wB97M-V/def2-TZVPD.

Computed properties:
Frontier orbital gap in eV: 8.20
LUMO energy in eV: -4.051
Net charge: +1

The geometry in XYZ format:
```
46
Properties=species:S:1:pos:R:3:forces:R:3
Y -1.168 3.384 -0.286 0.0 -0.1 0.0
O -0.067 4.958 5.762 0.0 0.0 0.0
C -0.272 4.669 4.478 0.0 0.0 0.0
C 0.073 5.538 3.436 0.0 0.0 0.0
C -0.184 5.127 2.151 0.0 0.0 0.0
N -0.747 3.948 1.892 0.0 0.0 0.0
C -1.095 3.120 2.883 0.0 0.0 0.0
C -0.871 3.430 4.198 0.0 0.0 0.0
C -1.737 1.849 2.368 0.0 0.0 0.0
O -1.932 0.887 3.059 0.0 0.0 0.0
O -2.001 1.926 1.066 0.0 0.0 0.0
C 0.092 5.946 0.895 0.0 0.0 0.0
O 0.571 7.040 0.952 0.0 0.0 0.0
O -0.279 5.292 -0.199 0.0 -0.1 0.0
H 0.342 5.826 5.869 0.0 0.0 0.0
H 0.522 6.508 3.608 0.0 0.0 0.0
H -1.148 2.750 4.990 0.0 0.0 0.0
C 0.897 -1.855 1.540 0.0 0.0 0.0
C -0.154 -2.582 0.710 0.0 0.0 0.0
C -1.372 -1.722 0.393 0.0 0.0 0.0
N -1.034 -0.407 -0.189 0.0 0.0 0.0
C -0.214 -0.099 -1.152 0.0 0.0 0.0
S 0.417 1.515 -1.406 -0.1 0.1 0.0
N 0.295 -1.029 -2.002 0.1 0.0 0.0
C -0.408 -2.147 -2.535 0.0 0.0 0.0
O -1.598 -2.243 -2.388 0.0 0.0 0.0
C 0.432 -3.105 -3.289 0.0 0.0 0.0
C -0.222 -3.973 -4.161 0.0 0.0 0.0
C 0.509 -4.900 -4.881 0.0 0.0 0.0
C 1.888 -4.968 -4.726 0.0 0.0 0.0
C 2.540 -4.115 -3.846 0.0 0.0 0.0
C 1.814 -3.180 -3.126 0.0 0.0 0.0
H 1.694 -2.537 1.834 0.0 0.0 0.0
H 0.459 -1.438 2.448 0.0 0.0 0.0
H 1.360 -1.036 0.984 0.0 0.0 0.0
H -0.535 -3.444 1.261 0.0 0.0 0.0
H 0.294 -2.988 -0.199 0.0 0.0 0.0
H -1.887 -1.470 1.319 0.0 0.0 0.0
H -2.068 -2.239 -0.264 0.0 0.0 0.0
H -1.406 0.385 0.335 0.0 0.0 0.0
H 1.096 -0.721 -2.535 0.0 0.0 0.0
H -1.296 -3.907 -4.263 0.0 0.0 0.0
H 0.006 -5.572 -5.563 0.0 0.0 0.0
H 2.458 -5.696 -5.289 0.0 0.0 0.0
H 3.611 -4.182 -3.717 0.0 0.0 0.0
H 2.326 -2.542 -2.417 0.0 0.0 0.0
```
Positions in Å, forces in eV/Å.

Atom charges from the Löwdin analysis, given in e for atoms 1 to 2:
1 Y 1.5404
2 O 0.1276

---

Computed, not measured: a cluster of 6 separate species, C35H59BrClNO5PS in total, with wB97M-V/def2-TZVPD.

Computed properties:
Frontier orbital gap in eV: 6.66
LUMO energy in eV: -4.400
Net charge: +1

The geometry in XYZ format:
```
104
Properties=species:S:1:pos:R:3:forces:R:3
C 1.711 1.146 -2.674 -0.4 0.0 -0.6
C 2.521 -0.140 -2.789 0.4 0.3 0.7
C 2.501 -1.108 -1.565 -0.2 -0.1 -0.8
Cl 2.123 -0.323 -0.018 0.2 -0.2 -0.1
C 1.640 -2.317 -1.869 -0.2 -0.3 0.3
C 2.318 -3.404 -2.319 0.3 0.2 0.1
N 1.696 -4.558 -2.690 0.1 0.5 0.0
C 0.380 -4.684 -2.637 -0.5 -0.6 -0.6
P -0.411 -6.278 -3.191 -0.8 -0.5 1.2
S -1.370 -7.178 -1.766 0.3 0.1 -0.3
C -0.410 -3.622 -2.174 0.0 -0.2 -0.1
C -1.824 -3.733 -2.133 -0.1 0.2 0.0
C -2.575 -2.691 -1.689 0.3 -0.7 -0.3
C -1.955 -1.504 -1.270 -0.5 0.5 0.4
C -2.822 -0.387 -0.763 0.7 0.4 -0.2
C -3.776 0.138 -1.828 -0.2 0.7 0.3
C -3.051 1.001 -2.871 -0.6 -0.6 -0.2
Br -3.328 0.256 -4.667 0.3 0.1 0.1
C -0.594 -1.348 -1.325 -0.4 -0.3 -0.2
C 0.213 -2.406 -1.774 0.4 0.5 0.1
H 2.295 1.983 -2.308 0.1 0.0 0.2
H 1.368 1.420 -3.669 0.0 0.1 -0.1
H 0.821 1.057 -2.060 0.0 -0.1 0.1
H 3.562 0.145 -2.920 0.1 0.0 -0.1
H 2.262 -0.710 -3.676 -0.2 -0.1 -0.1
H 3.509 -1.486 -1.451 0.1 0.0 0.2
H 3.392 -3.375 -2.405 0.1 -0.3 -0.1
H 2.286 -5.303 -3.034 -0.1 -0.2 0.0
H -1.222 -5.856 -4.258 0.4 0.1 -0.2
H 0.622 -7.059 -3.739 0.2 0.5 -0.3
H -2.319 -4.635 -2.448 0.0 -0.2 0.0
H -3.647 -2.807 -1.665 -0.1 0.2 0.1
H -3.326 -0.657 0.162 -0.3 -0.3 -0.1
H -2.153 0.427 -0.492 0.0 0.2 0.2
H -4.369 -0.639 -2.295 0.0 -0.2 -0.1
H -4.504 0.784 -1.340 -0.1 -0.1 0.2
H -1.985 1.062 -2.696 0.1 0.0 -0.1
H -3.491 1.985 -2.912 0.1 0.2 -0.1
H -0.208 -0.397 -1.009 0.3 0.0 0.1
C -0.570 3.223 2.558 0.1 -0.1 0.0
C 0.489 3.688 1.561 -0.3 -0.2 -0.1
C 0.530 2.514 0.595 0.1 0.1 0.2
O -0.786 1.947 0.576 0.0 0.0 0.0
C -1.557 2.497 1.656 -0.1 0.1 0.0
H -1.031 4.036 3.117 0.0 0.0 0.0
H -0.130 2.524 3.274 0.0 0.0 0.0
H 0.153 4.586 1.049 0.1 0.1 0.0
H 1.454 3.902 2.012 0.0 0.0 0.0
H 1.225 1.743 0.933 0.0 0.2 0.1
H 0.807 2.811 -0.416 0.0 0.0 0.0
H -2.294 3.188 1.235 0.0 0.0 0.0
H -2.088 1.692 2.165 0.0 0.0 -0.1
C 2.476 -6.860 0.243 -0.2 -0.1 0.1
C 3.231 -5.555 0.433 0.0 0.1 0.0
C 4.468 -6.017 1.191 0.0 -0.1 0.0
O 4.722 -7.356 0.762 -0.1 0.1 0.0
C 3.611 -7.846 0.011 0.1 0.1 -0.1
H 1.757 -6.822 -0.578 0.0 -0.1 0.0
H 1.934 -7.125 1.152 0.0 0.0 0.0
H 3.502 -5.161 -0.552 0.2 0.1 0.1
H 2.672 -4.786 0.967 0.0 0.0 0.0
H 4.286 -6.023 2.270 0.0 0.1 0.0
H 5.348 -5.405 0.992 0.0 0.0 0.0
H 3.902 -7.884 -1.047 -0.1 0.0 0.0
H 3.367 -8.857 0.335 0.1 0.0 0.0
C 0.731 8.790 2.269 0.1 0.0 0.1
C 1.951 8.830 1.354 -0.1 0.0 -0.1
C 2.500 7.420 1.510 0.0 0.0 0.1
O 1.374 6.569 1.761 0.1 0.3 0.0
C 0.224 7.373 2.048 0.0 0.0 -0.1
H -0.017 9.547 2.039 0.0 0.0 0.0
H 1.040 8.922 3.308 0.0 0.0 0.0
H 1.637 9.001 0.321 0.0 0.0 0.0
H 2.675 9.597 1.619 0.0 0.0 0.0
H 3.182 7.351 2.364 0.0 0.0 0.0
H 3.024 7.068 0.620 0.0 -0.1 0.0
H -0.454 7.325 1.188 0.0 0.0 0.0
H -0.291 6.966 2.919 0.0 -0.1 0.0
C 4.275 -0.810 2.697 0.1 -0.1 0.0
C 4.891 -1.664 3.801 -0.1 0.0 0.1
C 5.960 -0.730 4.353 0.1 0.0 -0.1
O 5.464 0.599 4.174 0.0 -0.1 0.0
C 4.323 0.579 3.318 -0.1 0.0 0.1
H 3.269 -1.113 2.417 0.0 0.0 0.0
H 4.904 -0.844 1.803 0.0 0.0 0.0
H 4.144 -1.877 4.569 0.0 0.0 0.0
H 5.298 -2.613 3.452 0.0 0.0 0.0
H 6.898 -0.827 3.797 0.0 -0.1 0.0
H 6.166 -0.897 5.410 0.0 0.1 0.0
H 3.431 0.771 3.926 0.0 0.0 -0.1
H 4.414 1.374 2.576 0.0 0.0 0.0
C -9.336 1.083 -1.014 0.0 0.0 0.1
C -8.599 2.407 -0.841 0.0 0.0 -0.1
C -7.380 1.980 -0.036 0.0 0.0 0.1
O -7.088 0.633 -0.425 0.0 0.1 0.0
C -8.182 0.107 -1.187 0.1 0.0 -0.1
H -10.027 1.072 -1.854 0.0 0.0 0.0
H -9.897 0.846 -0.107 0.0 0.0 0.0
H -8.292 2.794 -1.815 0.0 0.0 0.0
H -9.186 3.175 -0.341 0.0 0.0 0.0
H -7.589 1.991 1.038 0.0 0.1 0.0
H -6.507 2.607 -0.225 0.0 0.0 0.0
H -7.872 0.041 -2.236 -0.1 0.0 0.0
H -8.417 -0.896 -0.831 0.1 0.0 0.0
```
Positions in Å, forces in eV/Å.

Atom charges from the Löwdin analysis, given in e for atoms 1 to 2:
1 C -0.1050
2 C -0.2148

---

Computed, not measured: a structure of composition C3H6HgO3, with wB97M-V/def2-TZVPD.

Computed properties:
Frontier orbital gap (spin up / spin down) in eV: 8.54 / 4.31
Multiplicity: 2
LUMO energy (spin up / spin down) in eV: -4.599 / -8.818
Net charge: +1

The geometry in XYZ format:
```
13
Properties=species:S:1:pos:R:3:forces:R:3
H 0.833 0.755 0.460 -0.1 -0.5 -1.4
O 0.575 0.576 -0.482 0.0 0.9 1.4
C 0.407 -0.822 -0.690 0.0 -0.3 0.1
C 1.735 -1.553 -0.642 0.1 -0.2 -0.1
H -0.070 -0.923 -1.675 0.2 0.1 0.3
H -0.285 -1.241 0.059 0.1 0.1 -0.2
H 2.419 -1.173 -1.413 -0.2 -0.1 0.3
H 1.581 -2.627 -0.814 0.1 0.2 0.0
H 2.211 -1.435 0.343 -0.1 0.0 -0.3
O -2.325 0.758 -0.135 -0.3 2.2 -0.6
C -2.207 1.740 0.462 0.3 -4.1 0.5
O -2.008 2.421 1.400 0.4 1.3 -0.9
Hg -2.866 3.523 3.126 -0.4 0.6 0.8
```
Positions in Å, forces in eV/Å.

Atom charges from the Löwdin analysis, given in e for atoms 1 to 2:
1 H 0.1047
2 O -0.1141

---

Computed, not measured: a structure of composition C38H60N6O3SSn, with wB97M-V/def2-TZVPD.

Computed properties:
Frontier orbital gap in eV: 7.55
LUMO energy in eV: 0.294
Net charge: 0

The geometry in XYZ format:
```
109
Properties=species:S:1:pos:R:3:forces:R:3
Sn -1.896 -1.347 0.716 0.1 0.0 0.0
C -1.970 0.266 3.757 0.0 0.0 0.0
N -2.990 0.412 2.729 0.0 0.0 -0.1
C -4.187 -0.336 3.084 0.0 0.0 0.0
C -3.307 1.811 2.467 0.0 0.0 0.0
C -2.204 2.555 1.730 0.2 -0.1 0.1
N -1.783 1.922 0.493 -0.1 0.0 0.0
C -2.862 1.927 -0.499 -0.1 0.1 0.1
C -2.529 1.326 -1.831 -0.1 -0.1 -0.1
C -2.198 2.156 -2.890 -0.1 0.0 0.0
C -1.957 1.663 -4.165 0.0 0.0 0.0
C -2.144 0.298 -4.352 0.0 0.0 0.0
C -2.513 -0.580 -3.334 0.0 0.0 0.0
C -2.649 -0.059 -2.033 0.1 -0.1 0.1
O -2.943 -0.858 -0.989 -0.1 0.1 0.0
C -2.805 -2.052 -3.643 0.0 0.0 0.0
C -2.639 -2.373 -5.132 0.0 0.0 0.0
C -1.861 -2.981 -2.872 0.0 0.0 -0.1
C -4.262 -2.367 -3.266 0.0 0.0 0.0
C -1.551 2.613 -5.291 0.0 0.0 0.0
C -2.682 3.619 -5.546 0.0 0.0 0.0
C -0.281 3.375 -4.888 0.0 0.0 0.0
C -1.263 1.872 -6.597 0.0 0.0 0.0
C -0.535 2.508 0.013 0.1 0.1 0.1
C 0.699 1.751 0.489 0.1 0.1 0.0
C 1.852 2.512 0.720 -0.2 0.0 0.1
C 3.086 2.132 1.185 0.0 -0.2 0.1
C 3.346 0.875 1.777 0.0 0.1 -0.1
C 2.565 -0.213 2.094 -0.1 0.0 0.0
C 1.200 -0.412 1.668 0.2 0.0 0.0
O 0.471 -1.331 2.118 0.0 0.0 0.0
C 3.198 -1.362 2.910 0.0 0.0 0.0
C 2.467 -1.534 4.253 0.0 0.0 0.0
C 4.671 -1.119 3.251 0.0 0.0 0.0
C 3.141 -2.660 2.086 0.0 0.0 0.0
C 4.278 3.101 1.128 0.0 0.0 0.0
C 5.365 2.494 0.228 0.0 0.0 0.0
C 3.901 4.465 0.548 0.0 0.0 0.0
C 4.850 3.339 2.534 0.0 0.0 0.0
H -2.313 0.656 4.728 0.0 0.0 0.0
H -1.056 0.782 3.470 0.0 0.0 0.0
H -1.723 -0.790 3.876 0.0 0.0 0.0
H -4.662 0.049 3.999 0.0 0.0 0.0
H -3.929 -1.384 3.249 0.0 0.0 0.0
H -4.910 -0.288 2.269 0.0 0.0 0.0
H -3.501 2.347 3.411 0.0 0.0 0.0
H -4.237 1.846 1.900 0.0 0.0 0.0
H -1.328 2.623 2.382 0.0 0.0 0.0
H -2.545 3.592 1.559 0.0 0.0 0.0
H -3.215 2.960 -0.667 0.0 0.0 0.0
H -3.695 1.366 -0.074 0.0 0.0 0.0
H -2.148 3.226 -2.705 0.0 0.0 0.0
H -2.002 -0.104 -5.342 0.0 0.0 0.0
H -1.610 -2.227 -5.467 0.0 0.0 0.0
H -3.298 -1.768 -5.758 0.0 0.0 0.0
H -2.896 -3.421 -5.296 0.0 0.0 0.0
H -0.815 -2.725 -3.058 0.0 0.0 0.0
H -2.017 -4.016 -3.186 0.0 0.0 0.0
H -2.044 -2.935 -1.803 0.0 0.0 0.0
H -4.948 -1.745 -3.845 0.0 0.0 0.0
H -4.438 -2.187 -2.207 0.0 0.0 0.0
H -4.485 -3.414 -3.484 0.0 0.0 0.0
H -2.892 4.215 -4.657 0.0 0.0 0.0
H -3.601 3.102 -5.827 0.0 0.0 0.0
H -2.410 4.303 -6.354 0.0 0.0 0.0
H -0.437 3.958 -3.979 0.0 0.0 0.0
H 0.018 4.064 -5.681 0.0 0.0 0.0
H 0.542 2.681 -4.704 0.0 0.0 0.0
H -2.153 1.371 -6.983 0.0 0.0 0.0
H -0.477 1.125 -6.469 0.0 0.0 0.0
H -0.929 2.584 -7.355 0.0 0.0 0.0
H -0.432 3.522 0.427 0.0 0.1 -0.1
H -0.550 2.625 -1.073 0.0 -0.3 0.0
H 1.736 3.552 0.435 0.0 0.0 0.0
H 4.367 0.784 2.114 0.0 0.0 0.0
H 2.567 -0.628 4.855 0.0 0.0 0.0
H 2.925 -2.355 4.812 0.0 0.0 0.0
H 1.409 -1.740 4.119 0.0 0.0 0.0
H 4.817 -0.218 3.849 0.0 0.0 0.0
H 5.298 -1.056 2.359 0.0 0.0 0.0
H 5.030 -1.965 3.840 0.0 0.0 0.0
H 2.125 -2.897 1.780 0.0 0.0 0.0
H 3.543 -3.495 2.666 0.0 0.0 0.0
H 3.745 -2.557 1.182 0.0 0.0 0.0
H 4.985 2.333 -0.782 0.0 0.0 0.0
H 5.718 1.534 0.610 0.0 0.0 0.0
H 6.225 3.165 0.170 0.0 0.0 0.0
H 3.516 4.384 -0.470 0.0 0.0 0.0
H 4.790 5.097 0.515 0.0 0.0 0.0
H 3.157 4.977 1.161 0.0 0.0 0.0
H 5.258 2.430 2.978 0.0 0.0 0.0
H 4.080 3.725 3.204 0.0 0.0 0.0
H 5.660 4.071 2.487 0.0 0.0 0.0
C 1.207 -5.944 4.435 0.0 0.0 0.0
C 1.141 -5.751 2.966 0.0 0.0 0.0
N 1.800 -6.434 2.084 0.0 0.0 0.0
N 1.433 -5.876 0.897 0.0 0.0 0.0
C 0.550 -4.863 1.010 0.0 0.0 0.0
S -0.084 -3.933 -0.222 0.0 0.0 0.0
N 0.369 -4.794 2.358 0.0 -0.1 0.0
N -0.510 -3.898 2.977 0.0 0.0 0.1
H 1.897 -6.756 4.647 0.0 0.0 0.0
H 0.230 -6.198 4.849 0.0 0.0 0.0
H 1.568 -5.038 4.927 0.0 0.0 0.0
H 1.815 -6.206 0.028 0.0 0.0 0.0
H -0.169 -2.961 2.753 0.0 0.1 0.0
H -0.403 -4.029 3.977 0.0 0.0 0.0
O -0.320 -0.230 -0.110 0.0 -0.1 0.0
C 0.579 0.368 0.594 -0.1 0.1 -0.1
```
Positions in Å, forces in eV/Å.

Atom charges from the Löwdin analysis, given in e for atoms 1 to 2:
1 Sn 1.3601
2 C -0.1043

---

Let's list maximum force in order: 0.1 1.6 4.1 0.3 eV/Å.
Let's list energy above the lowest of the compared OMol25 structures with the same formula, charge and spin in order: 0.00 0.00 85.78 54.01 kJ/mol.
Let's list total energy in order: -47575.328 -151660.707 -13516.359 -72130.269 eV.